[1]
The following is a quantum chemistry calculation of a structure of composition C37H31BNO3PSiV, from the Open Molecules 2025 dataset.

As for the HOMO-LUMO gap (spin up / spin down): 6.42 / 6.27 eV. Its relative energy (zero: lowest compared OMol25 entry of this formula, charge and spin) is 208.41 kJ/mol. Its total charge is +1. As for the HOMO energy (spin up / spin down): -10.715 / -10.401 eV. As for the spin multiplicity: 3.

CARTESIAN COORDINATES (ANGSTROEM)
1 C -0.090 -1.314 -2.490
2 V 0.470 1.073 -0.146
3 C -5.130 -1.428 0.110
4 P -1.011 -0.117 -1.475
5 C -1.263 2.466 -2.799
6 H -1.100 -1.143 4.922
7 H 2.114 -3.468 -4.817
8 H -1.080 -3.160 -2.000
9 H 3.649 0.832 -0.950
10 H 6.586 2.381 2.785
11 H 4.460 -1.852 -0.831
12 C 5.006 1.766 4.100
13 C -2.574 2.689 -4.837
14 C -4.430 -0.368 0.667
15 C -2.312 0.541 -3.809
16 H -2.971 -2.311 -2.329
17 C -1.491 -0.149 4.752
18 H -0.364 4.275 -2.033
19 C -2.626 -0.734 -0.896
20 H 1.191 0.320 -3.073
21 C 0.470 -3.449 -3.441
22 C 1.780 -1.515 -4.004
23 C 1.244 -3.434 0.600
24 C -3.184 -0.025 0.172
25 H 2.109 -5.315 0.043
26 C 3.653 0.997 1.773
27 H -2.514 -0.521 -3.804
28 H -4.856 0.191 1.490
29 B -0.434 1.255 1.640
30 C 1.506 -2.869 -4.153
31 C -1.805 3.242 -3.838
32 C -2.302 0.493 5.681
33 C -0.422 3.199 -1.875
34 C -2.822 1.323 -4.830
35 O -0.433 0.170 2.520
36 H 3.270 1.055 5.148
37 C -1.677 1.836 3.380
38 H -1.601 4.306 -3.856
39 H -2.643 0.807 0.608
40 H -2.852 3.479 4.120
41 C 2.574 -1.462 0.126
42 H 2.083 0.381 3.109
43 N 0.280 2.689 -0.921
44 C -2.787 1.777 5.457
45 C 3.555 -2.289 -0.424
46 H 5.399 1.724 0.742
47 C 3.070 0.825 3.031
48 C -4.593 -2.122 -0.964
49 C -0.318 -2.680 -2.595
50 H 2.611 -1.067 -4.532
51 C 4.923 1.572 1.705
52 C 3.739 1.205 4.184
53 C -1.202 0.548 3.599
54 H -3.416 2.242 6.204
55 C -3.351 -1.775 -1.473
56 H 0.839 4.437 -0.281
57 O 1.114 3.515 -0.175
58 C -1.548 1.083 -2.779
59 H -5.145 -2.938 -1.411
60 O -1.207 2.284 2.163
61 Si 2.786 0.421 0.204
62 C 3.392 -3.666 -0.452
63 H -6.095 -1.706 0.510
64 H 0.651 -1.443 1.108
65 C 1.416 -2.058 0.637
66 H -3.422 0.874 -5.611
67 H 0.274 -4.509 -3.536
68 C 0.986 -0.743 -3.179
69 C -2.481 2.479 4.295
70 H -2.971 3.316 -5.623
71 C 5.596 1.949 2.857
72 H 0.344 -3.879 1.007
73 H 4.171 -4.296 -0.863
74 H 5.532 2.055 5.000
75 H -2.560 -0.021 6.597
76 C 2.233 -4.240 0.056



[2]
The following is a quantum chemistry calculation of a cluster of 6 separate species, C12H33Cl6O12P3 in total, from the Open Molecules 2025 dataset.

As for the HOMO-LUMO gap: 10.86 eV. Its relative energy (zero: lowest compared OMol25 entry of this formula, charge and spin) is 216.11 kJ/mol. As for the HOMO energy: -10.643 eV.

CARTESIAN COORDINATES (ANGSTROEM)
1 O -3.530 3.749 7.120
2 H 5.009 0.634 -0.558
3 O -6.186 2.553 -4.219
4 Cl 0.809 -1.879 -4.767
5 H 10.793 -3.386 -1.482
6 P 8.241 -5.151 -1.938
7 C -0.523 -2.483 0.903
8 H -5.189 6.150 10.097
9 H -1.866 3.498 -3.057
10 H -6.596 6.490 9.088
11 H 7.378 -8.366 -1.605
12 P -4.204 4.212 8.534
13 H 5.293 -6.015 -0.374
14 H -7.425 3.101 8.088
15 H 9.091 -8.471 -2.010
16 O 7.908 -4.143 -2.965
17 H -6.247 3.658 6.840
18 H -4.864 3.892 -6.545
19 O 9.636 -4.982 -1.162
20 C -4.796 2.892 -6.974
21 C -6.440 2.951 7.646
22 H -1.256 -1.702 -6.022
23 C 5.928 1.109 -0.900
24 H -2.014 2.332 -4.304
25 O 7.191 -5.203 -0.687
26 H -0.941 -2.373 -0.098
27 H -2.499 2.013 7.870
28 H -8.035 1.608 -3.938
29 P -4.582 2.085 -4.400
30 Cl 6.875 1.396 0.537
31 C 5.811 -5.249 -0.951
32 O -3.726 3.405 -4.032
33 O -4.446 1.866 -6.031
34 O -3.231 4.286 9.687
35 C -2.313 3.346 -4.039
36 H 5.355 -4.293 -0.693
37 H 10.435 -3.918 0.222
38 C 8.320 -7.817 -1.603
39 H -4.091 2.987 -7.800
40 H 6.551 0.577 -1.619
41 H 9.186 -3.065 -0.643
42 H -5.799 2.774 -7.385
43 C 10.038 -3.732 -0.776
44 H -5.171 7.485 8.948
45 H -2.253 2.445 6.248
46 H -6.489 1.929 7.268
47 H -7.682 2.070 -5.628
48 H -0.797 -3.337 -5.674
49 O -4.952 5.587 8.121
50 Cl -1.801 -2.158 2.148
51 O -5.433 3.098 8.656
52 Cl 0.645 -1.212 1.056
53 Cl 5.470 2.611 -1.615
54 O -4.206 0.875 -3.632
55 H 8.492 -7.588 -0.551
56 O 8.230 -6.684 -2.454
57 C -3.024 2.445 7.018
58 C -5.506 6.459 9.101
59 C -0.392 -2.360 -5.937
60 H -6.913 0.730 -4.841
61 C -7.249 1.754 -4.678
62 H -1.926 4.053 -4.774
63 H -0.185 -3.500 1.102
64 Cl 0.376 -2.567 -7.568
65 H -3.846 1.837 6.640
66 H 5.556 -5.308 -2.009



[3]
The following is a quantum chemistry calculation of a cluster of 13 separate species, C5H36NO13 in total, from the Open Molecules 2025 dataset.

As for the HOMO-LUMO gap: 10.92 eV. Its relative energy (zero: lowest compared OMol25 entry of this formula, charge and spin) is 110.39 kJ/mol. Its total charge is +1. As for the HOMO energy: -13.216 eV.

CARTESIAN COORDINATES (ANGSTROEM)
1 H -0.989 1.766 -0.392
2 H -1.382 0.034 -3.066
3 O -0.414 -3.787 1.299
4 H 1.312 -3.017 2.273
5 H 4.323 -1.068 -1.692
6 H -3.357 -2.595 -1.090
7 O 1.637 -2.100 2.357
8 H 3.361 1.035 1.418
9 H -3.086 0.905 2.046
10 H 2.826 0.455 -4.182
11 O 2.475 -2.567 -3.193
12 H 0.290 -2.526 -0.461
13 O -3.316 -1.690 -0.761
14 H 1.771 3.257 1.157
15 H 2.493 -1.607 -3.356
16 H -0.872 0.803 2.267
17 N 0.112 0.507 2.413
18 O -1.541 -0.359 -2.188
19 H 2.542 -2.351 2.601
20 H 0.328 2.897 -0.892
21 O 2.721 0.538 3.252
22 H 1.289 -2.353 -1.720
23 C 2.524 0.869 2.115
24 H -0.664 -0.659 -1.883
25 O -0.266 1.498 -3.746
26 H 1.045 3.140 2.712
27 H -0.300 4.348 1.215
28 O -3.980 0.519 0.626
29 H -1.077 -4.475 1.254
30 H -4.625 -0.194 0.580
31 C 1.138 1.256 1.614
32 H -0.874 -2.923 1.400
33 O -1.875 -1.585 1.431
34 O 0.585 -1.964 -1.183
35 H 0.516 0.915 -3.792
36 H -0.300 2.006 -4.562
37 H 3.141 -1.102 -0.740
38 O 3.652 -0.495 -1.295
39 O -2.588 1.191 2.844
40 H -1.397 3.390 -0.780
41 H -3.087 1.990 3.064
42 H -1.149 2.961 1.794
43 H 2.380 -2.950 -4.071
44 H -2.595 -1.470 2.058
45 C -0.602 2.784 -0.338
46 C -0.371 3.267 1.086
47 H 0.214 -0.496 2.204
48 O 2.124 0.231 -3.561
49 H -2.329 -1.748 0.536
50 H 1.049 0.823 0.614
51 H -3.713 0.626 -0.292
52 C 0.965 2.744 1.696
53 H 2.540 0.014 -2.704
54 H -2.781 -1.178 -1.421
55 H 0.171 0.497 3.436